#i
{
  "formula": "C2H8N2",
  "method": "wB97M-V/def2-TZVPD",
  "elements": ["C", "H", "H", "H", "H", "N", "C", "N", "H", "H", "H", "H"],
  "coordinates": [[2.303, 1.773, -0.092], [2.434, 2.769, 0.344], [3.018, 1.118, 0.397], [2.469, 1.769, -1.179], [1.320, 1.419, 0.192], [-1.608, -1.028, -1.033], [-1.420, -1.453, 0.295], [-2.230, -1.097, 1.281], [-1.074, -0.236, -1.334], [-2.535, -1.139, -1.449], [-0.682, -2.221, 0.483], [-1.994, -1.675, 2.096]],
  "spin_multiplicity": 2,
  "e_homo_ev": [1.36, -5.59],
  "orbital_gap_ev": [3.2, 10.2],
  "charge": -1
}

---

#ii
{
  "formula": "C2H8N2",
  "method": "wB97M-V/def2-TZVPD",
  "elements": ["C", "C", "N", "N", "H", "H", "H", "H", "H", "H", "H", "H"],
  "coordinates": [[-0.997, -0.161, -0.372], [0.199, -0.717, 0.494], [1.261, 0.216, 0.710], [-0.738, 1.175, -0.982], [-1.441, -0.902, -1.030], [-1.743, 0.081, 0.404], [-0.276, -1.009, 1.429], [0.539, -1.663, 0.054], [2.097, 0.141, 0.146], [1.423, 0.413, 1.684], [0.173, 1.426, -0.580], [-0.496, 0.999, -1.958]],
  "spin_multiplicity": 2,
  "e_homo_ev": [1.43, -4.70],
  "orbital_gap_ev": [3.5, 9.4],
  "charge": -1
}

---

Which of them is the least stable? Correct choice: #i.

---

#i
{
  "formula": "C5H8OS",
  "method": "wB97M-V/def2-TZVPD",
  "elements": ["C", "C", "C", "C", "C", "O", "S", "H", "H", "H", "H", "H", "H", "H", "H"],
  "coordinates": [[0.767, -0.487, 0.491], [0.719, 0.729, 0.015], [-0.250, -1.592, 0.358], [-1.295, -1.145, -0.684], [1.358, 2.053, -0.122], [-2.460, 0.500, 1.001], [-1.939, 0.482, -0.340], [1.758, -0.644, 1.009], [0.352, -2.375, -0.003], [-0.474, -1.803, 1.419], [-0.869, -1.023, -1.706], [-2.062, -1.821, -0.744], [1.352, 2.412, -1.277], [2.342, 1.867, 0.135], [0.700, 2.847, 0.447]],
  "spin_multiplicity": 1,
  "e_homo_ev": [-7.92, -7.69],
  "orbital_gap_ev": [8.2, 7.7]
}

---

#ii
{
  "formula": "C5H8OS",
  "method": "wB97M-V/def2-TZVPD",
  "elements": ["C", "C", "C", "C", "C", "H", "H", "H", "H", "H", "H", "H", "H", "O", "S"],
  "coordinates": [[-0.288, -0.072, -0.001], [0.381, 1.366, 0.182], [1.924, -0.368, -0.530], [0.589, -1.104, -0.429], [0.150, -1.106, 0.986], [-2.266, 1.217, 0.899], [0.045, 1.912, -0.801], [0.264, 1.974, 1.020], [2.166, -0.150, -1.632], [2.690, -0.902, 0.112], [0.246, -1.875, -0.979], [0.858, -0.824, 1.631], [-0.536, -1.982, 1.126], [1.725, 0.929, 0.172], [-2.113, 0.056, -0.250]],
  "spin_multiplicity": 1,
  "e_homo_ev": -8.83,
  "orbital_gap_ev": 9.3,
  "smiles": "S[C@]12COC[C@H]1C2"
}

---

Which of them is the least stable? Correct choice: #i.

---

#i
{
  "formula": "C5H8OS",
  "method": "wB97M-V/def2-TZVPD",
  "elements": ["C", "C", "C", "C", "C", "O", "S", "H", "H", "H", "H", "H", "H", "H", "H"],
  "coordinates": [[-1.286, 0.943, -0.901], [1.289, 0.654, -1.136], [1.012, 0.850, 0.279], [-0.150, 0.130, -0.496], [-0.521, -1.754, 1.422], [-1.118, 2.096, -1.187], [-0.374, -1.651, -0.386], [-2.185, 0.447, -0.902], [1.166, 1.491, -1.772], [1.816, -0.191, -1.558], [1.481, 0.267, 1.048], [0.587, 1.865, 0.424], [-1.262, -0.857, 1.698], [0.419, -1.520, 1.813], [-0.873, -2.770, 1.654]],
  "spin_multiplicity": 1,
  "e_homo_ev": -8.95,
  "orbital_gap_ev": 9.7,
  "smiles": "CSC1(C=O)CC1"
}

---

#ii
{
  "formula": "C5H8OS",
  "method": "wB97M-V/def2-TZVPD",
  "elements": ["C", "C", "C", "C", "C", "H", "H", "H", "H", "H", "H", "H", "H", "O", "S"],
  "coordinates": [[0.959, 1.934, 0.631], [0.660, 0.576, -0.366], [-0.299, -1.920, 0.319], [-0.929, -1.168, -0.819], [-0.874, 0.244, -0.434], [0.022, 2.767, 0.502], [2.084, 2.330, 0.310], [0.647, 1.496, 1.653], [1.383, 0.663, -1.139], [-0.114, -2.800, -0.144], [-0.940, -2.014, 1.253], [-0.513, -1.454, -1.785], [-1.263, 0.455, 0.620], [-1.981, -0.238, -1.180], [1.158, -0.871, 0.578]],
  "spin_multiplicity": 1,
  "e_homo_ev": -8.89,
  "orbital_gap_ev": 9.7,
  "smiles": "C[C@H]1SC[C@H]2O[C@@H]21"
}

---

#iii
{
  "formula": "C5H8OS",
  "method": "wB97M-V/def2-TZVPD",
  "elements": ["C", "C", "C", "C", "C", "O", "S", "H", "H", "H", "H", "H", "H", "H", "H"],
  "coordinates": [[-1.807, -0.105, 1.342], [-1.184, -0.434, 0.382], [-2.737, 0.206, 2.435], [1.570, 0.868, -1.809], [1.969, -0.319, -1.115], [2.365, -1.359, -1.941], [2.200, -0.493, 0.479], [-2.510, -0.381, 3.362], [-2.791, 1.203, 2.649], [-3.716, -0.228, 2.119], [2.201, 0.842, -2.759], [0.465, 1.023, -1.953], [1.960, 1.645, -1.275], [2.723, -2.043, -1.367], [-0.707, -0.426, -0.549]],
  "spin_multiplicity": 1,
  "e_homo_ev": -8.89,
  "orbital_gap_ev": 9.2,
  "smiles": "CC(O)=S.C#CC"
}

---

Which of them is the least stable? Correct choice: #ii.

---

#i
{
  "formula": "C44H62O39",
  "method": "wB97M-V/def2-TZVPD",
  "elements": ["C", "C", "O", "C", "O", "O", "H", "H", "H", "H", "C", "C", "O", "C", "O", "O", "H", "H", "H", "H", "C", "C", "O", "C", "O", "O", "H", "H", "H", "H", "C", "C", "O", "C", "O", "O", "H", "H", "H", "H", "C", "C", "O", "C", "O", "O", "H", "H", "H", "H", "C", "C", "O", "C", "O", "O", "H", "H", "H", "H", "C", "C", "O", "C", "O", "O", "H", "H", "H", "H", "C", "C", "O", "C", "O", "O", "H", "H", "H", "H", "C", "C", "C", "O", "C", "O", "O", "H", "H", "H", "H", "H", "H", "C", "C", "C", "O", "C", "O", "O", "H", "H", "H", "H", "H", "H", "C", "C", "C", "O", "C", "O", "O", "H", "H", "H", "H", "H", "H", "C", "C", "C", "O", "C", "O", "O", "H", "H", "H", "H", "H", "H", "C", "C", "C", "O", "C", "O", "O", "H", "H", "H", "H", "H", "H"],
  "coordinates": [[16.815, 5.560, -3.966], [16.939, 4.031, -4.212], [15.720, 3.573, -3.958], [14.855, 4.496, -3.516], [13.673, 4.244, -3.183], [15.508, 5.662, -3.383], [16.792, 6.051, -4.939], [17.700, 5.852, -3.400], [17.678, 3.586, -3.545], [17.103, 3.821, -5.269], [21.781, 10.978, -3.443], [21.483, 9.522, -3.402], [22.636, 9.000, -2.793], [23.453, 9.941, -2.281], [24.420, 9.645, -1.682], [22.914, 11.120, -2.573], [20.865, 11.535, -3.247], [22.234, 11.345, -4.364], [21.136, 9.121, -4.354], [20.736, 9.282, -2.645], [14.752, 8.158, -1.038], [15.505, 9.366, -1.429], [14.610, 10.435, -1.662], [13.370, 10.076, -1.107], [12.380, 10.747, -0.952], [13.461, 8.708, -0.792], [15.198, 7.854, -0.091], [14.824, 7.367, -1.785], [16.046, 9.034, -2.315], [16.140, 9.840, -0.680], [8.796, 11.810, -3.195], [7.867, 11.368, -4.372], [7.191, 10.242, -3.913], [7.341, 10.107, -2.609], [6.750, 9.248, -2.053], [8.361, 10.882, -2.153], [8.608, 12.829, -2.859], [9.852, 11.692, -3.438], [8.471, 11.221, -5.268], [7.221, 12.202, -4.647], [14.731, 5.873, 3.674], [15.887, 5.060, 4.232], [16.891, 4.945, 3.254], [16.526, 5.609, 2.216], [17.346, 5.802, 1.342], [15.136, 5.843, 2.259], [14.546, 6.889, 4.022], [13.860, 5.272, 3.932], [15.555, 4.152, 4.735], [16.278, 5.655, 5.057], [15.764, 11.460, 1.966], [16.383, 11.010, 3.229], [15.308, 10.209, 3.793], [14.563, 9.674, 2.767], [13.767, 8.746, 2.767], [14.800, 10.518, 1.679], [16.477, 11.519, 1.143], [15.298, 12.430, 2.145], [16.553, 11.823, 3.935], [17.402, 10.634, 3.136], [14.383, 2.904, -0.191], [14.662, 1.645, 0.593], [13.585, 1.489, 1.414], [12.547, 2.195, 0.929], [11.407, 2.053, 1.346], [13.001, 3.088, -0.074], [14.761, 2.985, -1.210], [14.824, 3.644, 0.477], [15.630, 1.492, 1.070], [14.742, 0.799, -0.090], [16.996, 15.148, -3.625], [16.390, 14.547, -2.361], [17.551, 14.202, -1.588], [18.600, 14.236, -2.388], [19.787, 14.148, -1.947], [18.283, 14.557, -3.641], [17.007, 16.224, -3.448], [16.405, 14.897, -4.506], [15.683, 13.721, -2.438], [15.967, 15.341, -1.745], [9.683, 9.262, 2.367], [9.177, 9.229, 0.885], [9.582, 7.919, 0.223], [8.504, 7.038, 0.492], [7.395, 7.842, 0.910], [6.239, 7.438, 0.926], [7.772, 9.099, 0.900], [9.326, 10.241, 2.686], [10.768, 9.364, 2.365], [9.366, 8.503, 3.083], [9.488, 10.059, 0.251], [10.412, 7.494, 0.787], [9.859, 8.144, -0.807], [20.335, 8.044, 2.264], [20.344, 8.569, 0.816], [21.203, 7.675, -0.026], [20.292, 7.351, -1.152], [19.004, 7.711, -0.951], [17.966, 7.349, -1.499], [18.955, 8.364, 0.321], [21.311, 8.277, 2.691], [20.212, 6.961, 2.246], [19.470, 8.452, 2.786], [20.558, 9.635, 0.731], [21.590, 6.824, 0.535], [22.143, 7.987, -0.482], [10.795, 13.804, 0.086], [10.701, 13.341, 1.508], [10.522, 14.468, 2.544], [9.138, 14.645, 2.568], [8.523, 13.485, 2.171], [7.363, 13.174, 2.499], [9.431, 12.664, 1.643], [10.791, 13.043, -0.694], [11.371, 14.727, 0.015], [9.842, 14.255, -0.189], [11.588, 12.760, 1.762], [10.941, 15.409, 2.187], [10.982, 14.232, 3.503], [11.190, 10.617, -6.739], [10.360, 9.481, -7.293], [9.387, 9.682, -8.480], [9.731, 8.679, -9.440], [10.643, 7.912, -8.980], [10.993, 6.832, -9.446], [11.180, 8.436, -7.856], [10.599, 11.529, -6.661], [11.981, 10.825, -7.460], [11.519, 10.444, -5.714], [9.964, 8.858, -6.490], [9.319, 10.690, -8.888], [8.378, 9.365, -8.216], [11.499, 5.626, -5.889], [10.531, 5.272, -4.827], [10.815, 5.633, -3.394], [9.675, 6.246, -2.834], [8.923, 6.488, -3.846], [7.906, 7.219, -3.712], [9.442, 6.119, -4.991], [12.507, 5.289, -5.650], [11.622, 6.705, -5.981], [11.276, 5.148, -6.843], [10.346, 4.197, -4.824], [11.707, 6.208, -3.141], [10.810, 4.622, -2.988]],
  "spin_multiplicity": 1,
  "e_homo_ev": -9.44,
  "orbital_gap_ev": 9.0
}

---

#ii
{
  "formula": "C44H62O39",
  "method": "wB97M-V/def2-TZVPD",
  "elements": ["C", "C", "O", "C", "O", "O", "H", "H", "H", "H", "C", "C", "O", "C", "O", "O", "H", "H", "H", "H", "C", "C", "O", "C", "O", "O", "H", "H", "H", "H", "C", "C", "O", "C", "O", "O", "H", "H", "H", "H", "C", "C", "O", "C", "O", "O", "H", "H", "H", "H", "C", "C", "O", "C", "O", "O", "H", "H", "H", "H", "C", "C", "O", "C", "O", "O", "H", "H", "H", "H", "C", "C", "O", "C", "O", "O", "H", "H", "H", "H", "C", "C", "C", "O", "C", "O", "O", "H", "H", "H", "H", "H", "H", "C", "C", "C", "O", "C", "O", "O", "H", "H", "H", "H", "H", "H", "C", "C", "C", "O", "C", "O", "O", "H", "H", "H", "H", "H", "H", "C", "C", "C", "O", "C", "O", "O", "H", "H", "H", "H", "H", "H", "C", "C", "C", "O", "C", "O", "O", "H", "H", "H", "H", "H", "H"],
  "coordinates": [[1.464, 1.300, 4.245], [2.503, 1.414, 5.369], [2.451, 2.790, 5.722], [1.715, 3.465, 4.820], [1.469, 4.631, 4.865], [1.284, 2.648, 3.834], [0.544, 0.882, 4.645], [1.836, 0.655, 3.452], [3.504, 1.070, 5.103], [2.209, 0.761, 6.192], [6.818, -0.574, -4.035], [5.788, -1.220, -3.079], [6.573, -1.939, -2.161], [7.896, -1.704, -2.373], [8.763, -2.158, -1.701], [8.068, -0.903, -3.441], [6.747, 0.515, -4.079], [6.696, -0.917, -5.062], [5.177, -1.862, -3.720], [5.078, -0.508, -2.667], [-4.488, 1.359, -1.386], [-5.624, 1.269, -2.380], [-5.140, 2.053, -3.472], [-4.144, 2.873, -3.046], [-3.548, 3.619, -3.737], [-3.851, 2.589, -1.742], [-3.763, 0.544, -1.385], [-4.842, 1.466, -0.359], [-6.591, 1.632, -2.039], [-5.724, 0.252, -2.761], [-0.057, -4.394, 3.649], [0.471, -5.113, 4.878], [0.603, -4.091, 5.860], [0.486, -2.881, 5.274], [0.743, -1.847, 5.802], [0.054, -3.005, 4.003], [-1.103, -4.588, 3.407], [0.497, -4.561, 2.727], [1.436, -5.597, 4.710], [-0.175, -5.919, 5.226], [-3.077, -4.490, -1.521], [-2.041, -4.108, -2.592], [-0.794, -4.221, -1.911], [-0.982, -4.694, -0.669], [-0.133, -4.774, 0.160], [-2.277, -5.029, -0.467], [-3.828, -5.180, -1.894], [-3.578, -3.597, -1.139], [-2.159, -3.109, -3.007], [-2.068, -4.770, -3.459], [3.608, 2.750, -1.795], [3.482, 4.294, -1.813], [3.625, 4.639, -3.190], [3.742, 3.517, -3.946], [3.920, 3.529, -5.117], [3.559, 2.416, -3.188], [2.670, 2.420, -1.360], [4.520, 2.376, -1.344], [4.191, 4.798, -1.161], [2.469, 4.566, -1.518], [4.087, -5.814, -1.458], [3.480, -4.478, -0.989], [3.426, -3.710, -2.224], [4.017, -4.372, -3.221], [4.106, -3.990, -4.346], [4.505, -5.560, -2.785], [3.399, -6.643, -1.300], [4.986, -6.013, -0.874], [4.054, -3.974, -0.217], [2.420, -4.471, -0.736], [-0.407, 2.908, -2.569], [-0.693, 1.630, -3.373], [-0.657, 2.020, -4.746], [-0.385, 3.343, -4.833], [-0.325, 3.972, -5.831], [-0.188, 3.867, -3.588], [0.517, 2.720, -2.021], [-1.189, 3.130, -1.845], [-1.636, 1.109, -3.207], [0.118, 0.905, -3.253], [-5.272, -0.895, 1.473], [-5.109, -1.899, 2.588], [-3.740, -2.612, 2.569], [-3.399, -2.690, 3.930], [-4.080, -1.734, 4.615], [-3.833, -1.399, 5.725], [-5.064, -1.215, 3.848], [-4.363, -0.304, 1.359], [-6.188, -0.314, 1.462], [-5.291, -1.496, 0.548], [-5.946, -2.601, 2.594], [-3.041, -1.956, 2.041], [-3.854, -3.544, 2.018], [-0.485, 7.328, 1.680], [-0.048, 5.978, 2.257], [-1.195, 4.985, 2.342], [-0.752, 3.848, 1.586], [0.440, 4.130, 1.014], [1.064, 3.331, 0.388], [0.837, 5.377, 1.284], [-0.961, 7.103, 0.723], [0.386, 7.949, 1.486], [-1.207, 7.826, 2.324], [0.501, 6.111, 3.187], [-2.110, 5.339, 1.858], [-1.481, 4.711, 3.357], [-0.970, 0.449, 0.364], [0.398, -0.144, 0.570], [0.496, -1.653, 0.433], [1.743, -1.844, -0.234], [2.138, -0.683, -0.771], [2.990, -0.559, -1.592], [1.311, 0.320, -0.423], [-0.970, 1.527, 0.509], [-1.776, -0.031, 0.914], [-1.255, 0.263, -0.686], [0.786, 0.170, 1.544], [-0.326, -2.018, -0.192], [0.449, -2.154, 1.397], [-5.259, 2.086, 4.713], [-3.860, 2.281, 4.200], [-2.774, 2.421, 5.282], [-1.761, 1.542, 4.825], [-2.179, 0.796, 3.796], [-1.559, -0.112, 3.338], [-3.394, 1.206, 3.379], [-5.563, 2.911, 5.360], [-5.313, 1.175, 5.314], [-5.984, 2.047, 3.902], [-3.847, 3.163, 3.549], [-3.163, 2.139, 6.260], [-2.377, 3.434, 5.295], [2.537, -0.908, -5.431], [1.606, -2.097, -5.218], [0.985, -2.142, -3.816], [-0.414, -1.986, -4.056], [-0.666, -1.855, -5.378], [-1.763, -1.724, -5.817], [0.464, -1.949, -6.090], [2.379, -0.141, -4.673], [2.483, -0.509, -6.441], [3.574, -1.240, -5.323], [2.143, -3.012, -5.458], [1.431, -1.388, -3.169], [1.142, -3.056, -3.241]],
  "spin_multiplicity": 1,
  "e_homo_ev": -10.44,
  "orbital_gap_ev": 10.0
}

---

Which of them is the least stable? Correct choice: #i.

---

#i
{
  "formula": "C2HClN2O",
  "method": "wB97M-V/def2-TZVPD",
  "elements": ["C", "C", "H", "N", "N", "O", "Cl"],
  "coordinates": [[-0.206, 0.094, 0.044], [1.751, -0.609, -0.021], [2.548, -1.365, 0.038], [0.543, 1.175, 0.002], [1.846, 0.696, -0.009], [0.465, -1.051, 0.002], [-1.898, -0.014, -0.009]],
  "spin_multiplicity": 1,
  "e_homo_ev": -10.36,
  "orbital_gap_ev": 11.0,
  "smiles": "Clc1nnco1"
}

---

#ii
{
  "formula": "C2HClN2O",
  "method": "wB97M-V/def2-TZVPD",
  "elements": ["C", "C", "N", "N", "O", "Cl", "H"],
  "coordinates": [[0.951, 0.850, -1.255], [0.831, 0.115, -0.059], [0.960, 1.388, -2.258], [1.311, 1.029, 1.321], [1.504, 0.414, 2.298], [1.525, -1.609, -0.097], [-0.254, -0.131, 0.072]],
  "spin_multiplicity": 1,
  "e_homo_ev": -10.20,
  "orbital_gap_ev": 8.9,
  "smiles": "N#C[C@@H](Cl)N=O"
}

---

Which of them is the least stable? Correct choice: #ii.